# 1
{"formula": "C5H8GdMgO5", "method": "ωB97M-V/def2-TZVPD", "symbols": ["C", "O", "O", "Gd", "O", "C", "C", "O", "C", "C", "O", "Mg", "H", "H", "H", "H", "H", "H", "H", "H"], "xyz": [[-2.65079, 0.75933, -0.65766], [-3.61409, 1.07752, -1.39062], [-2.52193, -0.37586, -0.14115], [-5.64846, 2.81260, -1.93683], [-0.62536, 0.97887, 1.53784], [0.52932, 1.65904, 1.29982], [1.26937, 1.08570, 0.14829], [1.07354, -0.16453, 0.05836], [1.77228, -1.22648, -0.64570], [1.34485, -2.48352, 0.12142], [-0.00889, -2.47201, 0.38476], [-0.93422, -0.89057, 0.95349], [1.28365, 1.71120, 2.12099], [0.37423, 2.73165, 1.03775], [2.21624, 1.50355, -0.21869], [-1.67173, 1.39738, -0.91756], [2.84531, -1.00461, -0.62961], [1.35775, -1.21708, -1.66076], [1.95868, -2.53978, 1.04353], [1.65024, -3.34239, -0.50766]], "atomic_forces_ev_per_a": [[1.2, 0.5, -4.1], [-0.7, 1.1, 1.2], [0.9, -0.7, 1.5], [0.8, -0.7, 0.2], [1.1, -0.7, 0.5], [-2.0, 0.5, -1.7], [2.4, -0.3, 2.7], [-1.1, -0.1, -0.5], [0.1, 0.7, -0.4], [0.4, 0.0, -1.7], [1.6, -1.2, 0.3], [-2.0, 2.8, 0.2], [0.3, -0.2, -0.2], [-0.1, -0.1, 0.3], [-0.4, 0.1, -0.6], [-1.6, -0.7, 1.4], [-0.2, -0.3, -0.1], [0.3, -0.2, 0.1], [-0.5, -0.3, 0.3], [-0.3, -0.1, 0.6]], "s_squared": 20.3755, "multiplicity": 9, "total_energy_ha": -1536.55400, "molar_mass_g_mol": 329.67, "total_charge": 2, "e_homo_ev": [-11.76, -14.00], "largest_force_ev_per_a": 4.28, "orbital_gap_ha": [0.1125, 0.0879]}

---

# 2
{"formula": "C5H8GdO3", "method": "ωB97M-V/def2-TZVPD", "symbols": ["O", "C", "C", "H", "H", "H", "H", "O", "O", "C", "C", "C", "H", "H", "H", "H", "Gd"], "xyz": [[-0.86735, 2.64079, -0.48255], [0.03471, 2.80513, -1.38635], [1.14717, 3.78129, -1.18157], [0.14147, 2.00223, -2.14342], [2.09895, 3.22825, -1.17643], [1.18708, 4.49429, -2.02376], [1.04614, 4.35588, -0.25118], [0.00606, 0.46237, 1.23711], [-1.28738, -0.60728, -0.22710], [0.92174, -0.70449, 1.33174], [1.40363, -0.75735, 2.77057], [-1.03336, 0.47785, 0.39079], [1.77667, -0.43617, 0.68765], [2.19286, -1.51971, 2.86269], [1.82730, 0.20724, 3.10724], [0.60078, -1.03171, 3.47181], [-0.37496, -2.44152, 0.30262]], "atomic_forces_ev_per_a": [[2.9, 0.6, -3.4], [-2.0, -1.5, 4.3], [-0.2, 0.6, -0.5], [-0.2, 0.6, -0.2], [-0.3, 0.1, -0.1], [0.1, -0.3, 0.2], [-0.2, -0.4, -0.3], [-2.7, 2.3, -1.5], [-0.9, 3.4, 0.0], [0.1, -0.7, -0.3], [0.0, 0.1, 0.2], [3.1, -3.2, 1.5], [-0.2, 0.1, 0.0], [-0.2, 0.2, -0.1], [-0.2, -0.4, -0.1], [0.2, 0.1, -0.2], [0.6, -1.8, 0.3]], "s_squared": 15.8103, "multiplicity": 8, "total_energy_ha": -1186.19920, "molar_mass_g_mol": 273.37, "total_charge": 1, "e_homo_ev": [-11.50, -12.49], "largest_force_ev_per_a": 4.95, "orbital_gap_ha": [0.2930, 0.2665]}

---

# 3
{"formula": "C5H8I2", "method": "ωB97M-V/def2-TZVPD", "symbols": ["C", "C", "C", "C", "C", "I", "I", "H", "H", "H", "H", "H", "H", "H", "H"], "xyz": [[-0.74206, 0.22790, 0.36738], [0.68060, 0.58868, -0.06898], [-0.08586, 1.77294, 0.45513], [-1.84898, -0.05521, -0.57718], [1.81205, 0.02704, 0.69614], [-0.66899, 3.34140, -0.98741], [0.37629, 2.62802, 2.31297], [-0.96545, -0.14346, 1.40777], [0.77555, 0.73851, -1.18492], [-2.34393, 0.90156, -0.98594], [-2.69416, -0.60595, -0.09037], [-1.50241, -0.94246, -1.15737], [1.38951, -0.45331, 1.55953], [2.44055, 0.98851, 0.91665], [2.46303, -0.83192, 0.36812]], "atomic_forces_ev_per_a": [[0.7, 2.8, 1.7], [-1.6, -0.4, -1.4], [-0.3, -4.7, 1.3], [-1.7, -0.8, 0.0], [2.3, 0.9, 0.5], [-0.7, 2.2, -1.6], [-0.1, 0.4, 0.2], [1.0, 0.2, -1.1], [0.1, -0.6, 1.0], [1.0, -1.8, -0.3], [0.5, 0.9, 0.3], [-0.2, 1.4, -1.1], [0.0, 0.5, 1.1], [-0.5, -2.2, 0.2], [-0.7, 1.2, -0.8]], "s_squared": 2.0078, "multiplicity": 3, "total_energy_ha": -790.47917, "molar_mass_g_mol": 321.93, "e_homo_ev": [-5.84, -8.69], "largest_force_ev_per_a": 4.89, "orbital_gap_ha": [0.2364, 0.1866]}

---

# 4
{"formula": "C5H8I3NO2", "method": "ωB97M-V/def2-TZVPD", "symbols": ["C", "C", "C", "C", "C", "N", "O", "O", "I", "I", "I", "H", "H", "H", "H", "H", "H", "H", "H"], "xyz": [[1.00543, 1.43829, -0.73631], [0.11182, 2.36827, -1.58654], [0.11080, -1.53883, 1.81268], [-0.39404, -1.83018, 0.38036], [-0.53412, -0.51588, -0.40126], [2.06267, 1.74575, -0.13465], [0.63668, 0.16217, -0.43879], [-1.61096, -2.53383, 0.53410], [-2.01813, 0.58884, 0.65802], [-1.43827, -0.83323, -2.32897], [3.01701, 3.55647, -0.23547], [0.35994, 2.17715, -2.55010], [0.27335, 3.36344, -1.36756], [-0.94907, 2.05945, -1.44387], [-0.73163, -1.31151, 2.48609], [0.91543, -0.80959, 1.89497], [0.40639, -2.62925, 2.11968], [0.38474, -2.50141, -0.06170], [-1.60806, -2.95613, 1.39930]], "atomic_forces_ev_per_a": [[-0.5, 0.9, 1.1], [-1.2, -3.1, 2.6], [0.0, -2.6, 0.4], [1.3, -0.3, 1.4], [-1.5, 0.2, -0.2], [-1.9, -2.1, -0.9], [0.4, -2.1, -0.1], [0.0, 0.3, -1.0], [-0.8, 0.8, 0.8], [0.2, -0.4, -0.6], [2.3, 3.5, 0.1], [0.7, -0.4, -3.2], [0.3, 1.9, 0.7], [0.8, 0.5, -0.1], [0.4, 0.4, -0.4], [0.0, -0.3, 0.0], [0.2, 2.1, 0.0], [-0.6, 0.7, -0.4], [0.0, 0.1, -0.1]], "s_squared": 2.0146, "multiplicity": 3, "total_energy_ha": -1293.44106, "molar_mass_g_mol": 494.84, "e_homo_ev": [-6.34, -9.04], "largest_force_ev_per_a": 4.20, "orbital_gap_ha": [0.2323, 0.2264]}